A 2-piece molecular cluster, C2ClNO overall. Source: OMol25; level of theory: ωB97M-V with the def2-TZVPD basis set.

XYZ file:
```
5
Properties=species:S:1:pos:R:3:forces:R:3
C 1.548 1.186 0.106 0.0 0.6 -1.6
C -0.948 -0.601 -0.508 1.3 1.8 -2.2
N -0.873 -0.101 -1.619 -0.1 -1.2 3.0
O -0.827 -0.969 0.652 -0.3 -0.1 -0.1
Cl 1.100 0.485 1.369 -0.9 -1.0 0.8
```
Positions in Å, forces in eV/Å.

Computed properties:
Frontier orbital gap (alpha / beta) ... 6.4 / 6.3 eV
Lowest unoccupied orbital energy (alpha / beta) ... -2.943 / -2.948 eV
Energy ... -666.1621 hartree
Total charge ... 0
Energy above the lowest of the compared OMol25 structures with the same formula, charge and spin ... 114.8 kcal per mole
HOMO energy (alpha / beta) ... -9.300 / -9.276 eV